(1)
{
  "formula": "C13H25O7Rb2",
  "method": "ωB97M-V/def2-TZVPD",
  "lumo_energy_ha": -0.1544,
  "e_homo_ev": -11.081,
  "mol_weight_g_mol": 464.27,
  "e_above_lowest_kcal_mol": 21.40,
  "charge": 1,
  "elements": ["Rb", "Rb", "O", "C", "O", "O", "H", "C", "C", "O", "C", "H", "H", "H", "H", "H", "H", "C", "C", "O", "C", "H", "H", "H", "H", "H", "H", "C", "C", "O", "C", "H", "H", "H", "H", "H", "H", "C", "C", "O", "C", "H", "H", "H", "H", "H", "H"],
  "coordinates": [[21.125, 4.713, -19.098], [22.961, 1.014, -17.688], [18.799, 1.199, -20.327], [20.150, 1.276, -20.534], [20.858, 1.805, -19.616], [20.585, 0.888, -21.631], [18.563, 0.683, -21.127], [16.254, 3.879, -19.797], [14.947, 3.160, -19.666], [14.353, 3.185, -18.615], [14.515, 2.322, -20.853], [16.237, 4.816, -19.241], [16.220, 4.190, -20.850], [17.115, 3.248, -19.593], [15.374, 1.748, -21.213], [13.954, 2.760, -21.672], [13.919, 1.498, -20.444], [24.149, 0.026, -21.692], [24.663, -0.681, -22.940], [25.437, -1.602, -22.866], [24.300, -0.086, -24.269], [23.075, 0.146, -21.875], [24.611, 1.011, -21.621], [24.382, -0.614, -20.844], [24.104, 0.985, -24.166], [23.457, -0.532, -24.794], [25.166, -0.139, -24.930], [22.466, 3.234, -22.972], [21.782, 4.570, -22.849], [20.961, 4.788, -21.983], [22.138, 5.618, -23.855], [22.576, 2.756, -21.997], [23.469, 3.393, -23.379], [21.987, 2.484, -23.601], [23.177, 5.959, -23.847], [21.478, 6.468, -23.690], [22.051, 5.289, -24.894], [19.813, -2.007, -22.908], [19.251, -1.042, -23.932], [18.090, -0.723, -23.833], [20.130, -0.600, -25.063], [19.214, -2.111, -22.009], [20.857, -1.895, -22.610], [19.818, -2.969, -23.438], [21.106, -0.281, -24.693], [19.629, 0.144, -25.675], [20.393, -1.442, -25.711]]
}



(2)
{
  "formula": "C13H25OTi",
  "method": "ωB97M-V/def2-TZVPD",
  "lumo_energy_ha": [-0.3036, -0.3830],
  "e_homo_ev": [-16.573, -16.510],
  "mol_weight_g_mol": 245.21,
  "multiplicity": 2,
  "charge": 2,
  "s_squared": 0.791,
  "elements": ["C", "H", "H", "H", "C", "H", "H", "C", "H", "H", "H", "C", "C", "C", "C", "C", "C", "C", "C", "C", "C", "Ti", "H", "H", "H", "H", "H", "H", "H", "H", "H", "H", "H", "H", "H", "H", "H", "O", "H", "H"],
  "coordinates": [[-0.350, 0.444, -2.079], [-1.122, 1.266, -2.191], [0.645, 0.878, -1.946], [-2.463, 0.886, 0.202], [-0.682, -0.809, -2.805], [-0.117, -1.681, -2.490], [-1.756, -1.036, -2.640], [-0.420, -0.452, -4.237], [-0.284, -1.318, -4.843], [-1.251, 0.134, -4.634], [0.472, 0.172, -4.303], [-0.052, -0.318, 1.980], [0.781, -0.965, 1.013], [1.320, 0.040, 0.154], [0.732, 1.304, 0.518], [-0.154, 1.075, 1.631], [-0.776, 2.121, 2.477], [1.158, 2.634, 0.018], [2.391, -0.195, -0.856], [1.155, -2.399, 1.015], [-0.567, -0.950, 3.213], [-1.240, 0.047, -0.249], [0.488, 3.425, 0.361], [2.162, 2.861, 0.402], [1.211, 2.693, -1.071], [-0.977, 3.026, 1.902], [-1.716, 1.766, 2.904], [-0.112, 2.392, 3.309], [-0.821, -1.995, 3.020], [0.176, -0.939, 4.022], [-1.457, -0.432, 3.576], [1.497, -2.720, 0.027], [1.962, -2.605, 1.730], [0.297, -3.021, 1.288], [2.239, 0.310, -1.816], [3.351, 0.166, -0.471], [2.494, -1.260, -1.077], [-2.356, -1.444, 0.980], [-2.860, -2.192, 0.555], [-2.995, -0.909, 1.413]]
}



(3)
{
  "formula": "C13H26BrN3OPV",
  "method": "ωB97M-V/def2-TZVPD",
  "lumo_energy_ha": [-0.5619, -0.6315],
  "e_homo_ev": [-22.783, -23.017],
  "mol_weight_g_mol": 402.19,
  "e_above_lowest_kcal_mol": 181.30,
  "multiplicity": 3,
  "charge": 4,
  "s_squared": 2.047,
  "elements": ["V", "C", "C", "C", "C", "C", "Br", "N", "C", "H", "H", "H", "H", "H", "H", "C", "P", "C", "C", "O", "H", "H", "H", "H", "H", "H", "H", "H", "H", "N", "C", "C", "N", "C", "C", "H", "H", "H", "H", "H", "H", "H", "H", "H", "H", "H"],
  "coordinates": [[-7.862, -12.567, 5.348], [-4.700, -10.026, 7.617], [-5.650, -11.171, 7.407], [-6.755, -11.576, 8.067], [-7.518, -12.876, 7.888], [-7.595, -13.749, 6.875], [-9.653, -13.146, 3.769], [-6.049, -12.682, 5.486], [-5.299, -12.016, 6.310], [-4.054, -9.576, 6.828], [-4.123, -10.178, 8.489], [-5.403, -9.264, 8.014], [-7.191, -10.783, 8.626], [-8.061, -13.205, 8.782], [-4.307, -12.020, 5.784], [-7.391, -17.540, 6.951], [-7.827, -16.272, 5.808], [-6.643, -15.780, 4.626], [-9.396, -16.376, 5.074], [-7.941, -15.070, 6.868], [-7.564, -18.588, 6.608], [-8.059, -17.370, 7.793], [-6.286, -17.464, 7.216], [-5.983, -16.675, 4.503], [-5.964, -15.037, 5.076], [-7.106, -15.554, 3.666], [-9.555, -17.310, 4.449], [-9.423, -15.440, 4.461], [-10.155, -16.441, 5.864], [-9.517, -7.873, 5.995], [-8.498, -8.196, 4.914], [-8.612, -9.594, 4.379], [-8.525, -10.545, 5.581], [-9.842, -10.344, 6.285], [-9.874, -8.978, 6.994], [-10.375, -7.407, 5.641], [-9.121, -7.106, 6.601], [-7.545, -7.992, 5.370], [-8.666, -7.443, 4.124], [-7.881, -9.804, 3.591], [-9.590, -9.733, 3.885], [-7.718, -10.243, 6.161], [-10.023, -11.102, 7.016], [-10.608, -10.388, 5.498], [-9.227, -8.947, 7.854], [-10.883, -8.716, 7.364]]
}



(4)
{
  "formula": "C13H26BrN6O3",
  "method": "ωB97M-V/def2-TZVPD",
  "lumo_energy_ha": -0.1337,
  "e_homo_ev": -12.016,
  "mol_weight_g_mol": 394.29,
  "charge": 1,
  "elements": ["C", "C", "Br", "C", "N", "C", "C", "C", "O", "C", "N", "C", "N", "C", "C", "C", "C", "N", "N", "H", "H", "H", "H", "H", "H", "H", "H", "H", "H", "H", "H", "H", "H", "H", "H", "H", "H", "H", "H", "H", "H", "H", "C", "N", "O", "O", "H", "H", "H"],
  "coordinates": [[2.760, -2.363, 1.152], [2.420, -0.753, 0.855], [3.669, 0.449, 1.922], [2.452, -0.433, -0.760], [1.143, 0.313, -1.093], [1.123, 1.800, -1.393], [1.300, 2.554, 0.213], [0.009, 3.639, 0.628], [0.228, 2.142, 1.274], [0.005, -0.504, -1.089], [-0.077, -2.012, -0.837], [-1.547, -2.435, -0.927], [-2.189, -1.095, -1.214], [-3.719, -1.151, -1.329], [-4.306, 0.084, -0.365], [-5.043, 1.241, -1.295], [-6.026, 2.143, -0.340], [-5.371, 2.628, 0.944], [-1.379, 0.048, -1.349], [3.932, -2.459, 1.095], [2.455, -2.540, 2.273], [2.194, -3.088, 0.427], [1.352, -0.582, 1.353], [3.352, 0.311, -0.941], [2.546, -1.406, -1.437], [2.043, 2.187, -2.010], [0.093, 2.206, -1.782], [2.458, 2.861, 0.585], [0.179, 4.065, 1.720], [-1.065, 3.355, 0.217], [-1.996, -3.515, -0.803], [-4.071, -2.149, -0.778], [-4.100, -1.078, -2.436], [-5.051, -0.361, 0.438], [-3.441, 0.616, 0.222], [-5.721, 0.675, -2.093], [-4.249, 1.898, -1.872], [-6.293, 3.127, -0.957], [-7.049, 1.594, -0.110], [-5.363, 1.891, 1.687], [-5.989, 3.418, 1.282], [-1.728, 1.018, -1.535], [7.740, -2.365, 1.620], [6.401, -2.945, 1.331], [6.095, -3.099, 0.143], [5.694, -3.229, 2.305], [8.250, -2.165, 0.675], [7.585, -1.440, 2.178], [8.295, -3.097, 2.210]]
}



(5)
{
  "formula": "C13H26F9IN6OP",
  "method": "ωB97M-V/def2-TZVPD",
  "lumo_energy_ha": -0.1739,
  "e_homo_ev": -10.706,
  "mol_weight_g_mol": 611.25,
  "charge": 1,
  "elements": ["N", "C", "N", "N", "I", "C", "C", "C", "F", "F", "C", "F", "F", "C", "F", "F", "C", "F", "F", "F", "H", "H", "H", "H", "H", "H", "H", "H", "O", "P", "N", "C", "C", "N", "C", "C", "N", "C", "C", "H", "H", "H", "H", "H", "H", "H", "H", "H", "H", "H", "H", "H", "H", "H", "H", "H", "H"],
  "coordinates": [[-0.411, -1.756, -0.585], [0.850, -2.235, -0.638], [1.817, -1.430, -0.256], [1.054, -3.526, -1.146], [1.436, -3.219, -3.171], [2.193, -4.280, -0.535], [2.186, -4.303, 0.985], [1.026, -5.086, 1.588], [-0.137, -4.936, 0.914], [1.353, -6.409, 1.486], [0.814, -4.832, 3.102], [1.944, -5.150, 3.761], [-0.142, -5.690, 3.503], [0.326, -3.383, 3.459], [-0.047, -2.690, 2.349], [-0.751, -3.478, 4.247], [1.346, -2.518, 4.246], [1.648, -3.059, 5.402], [2.440, -2.275, 3.517], [0.760, -1.346, 4.486], [-0.755, -1.552, 0.346], [-1.064, -2.313, -1.121], [1.588, -0.467, -0.043], [2.775, -1.729, -0.177], [2.143, -5.290, -0.932], [3.136, -3.861, -0.897], [3.081, -4.846, 1.287], [2.291, -3.321, 1.438], [-1.755, 1.215, -1.183], [-1.513, 2.677, -1.424], [0.209, 2.758, -1.555], [1.017, 2.568, -0.369], [0.685, 1.930, -2.649], [-2.123, 3.359, 0.004], [-1.400, 4.306, 0.824], [-3.040, 2.548, 0.798], [-1.811, 4.136, -2.312], [-3.096, 4.086, -3.039], [-0.796, 4.783, -3.146], [2.072, 2.537, -0.651], [0.772, 1.635, 0.171], [0.920, 3.404, 0.319], [0.083, 2.078, -3.549], [0.634, 0.860, -2.392], [1.715, 2.188, -2.905], [-0.751, 3.800, 1.551], [-2.099, 4.931, 1.384], [-0.796, 4.982, 0.218], [-2.514, 1.830, 1.442], [-3.718, 1.990, 0.159], [-3.646, 3.200, 1.428], [-3.052, 3.428, -3.912], [-3.382, 5.084, -3.369], [-3.883, 3.722, -2.375], [-0.469, 4.177, -3.997], [0.069, 5.061, -2.554], [-1.227, 5.706, -3.538]]
}